(1)
{"formula": "C9H11BrN4OSe4V", "method": "ωB97M-V with the def2-TZVPD basis set", "s2": 2.05, "relative_energy_kcal_mol": 1.1, "total_charge": 1, "orbital_gap_ha": [0.2555, 0.2751], "e_tot_ha": -13767.5022, "homo_energy_ev": [-10.63, -10.75], "multiplicity": 3, "symbols": ["V", "Se", "Se", "Se", "Se", "Br", "C", "C", "C", "N", "C", "C", "H", "H", "H", "H", "C", "N", "C", "C", "O", "N", "C", "N", "H", "H", "H", "H", "H", "H", "H"], "xyz": [[-0.4625, 0.4015, -1.7538], [0.1437, 1.8581, -3.6083], [-2.1052, 2.0076, -4.3113], [-2.9335, 1.0979, -2.3376], [-2.2785, -1.1478, -2.3805], [4.6399, -3.9951, -1.3547], [3.2051, -2.7951, -1.4449], [1.9367, -3.1911, -1.0506], [0.9107, -2.2738, -1.1422], [1.0868, -1.0247, -1.5887], [2.3218, -0.6525, -1.9602], [3.4061, -1.5024, -1.9069], [1.7451, -4.1896, -0.6873], [-0.0958, -2.5450, -0.8513], [2.4391, 0.3634, -2.3133], [4.3819, -1.1630, -2.2208], [-1.8140, 1.6523, 3.6676], [-1.1709, 1.4031, 2.3904], [0.0964, 1.9925, 1.9687], [0.2098, 1.4254, 0.5707], [1.0328, 1.6252, -0.3148], [-0.8543, 0.6130, 0.3256], [-1.6558, 0.6502, 1.3996], [-2.7997, -0.0142, 1.4508], [-1.1445, 2.2493, 4.2803], [-2.0089, 0.7198, 4.1991], [-2.7451, 2.2076, 3.5432], [0.9286, 1.6695, 2.5974], [0.0715, 3.0830, 1.9470], [-3.0705, -0.5596, 0.6444], [-3.4169, 0.0344, 2.2422]], "forces_ev_per_a": [[0.04, 0.21, 0.02], [-0.18, -0.18, 0.07], [0.17, -0.06, 0.07], [-0.03, -0.01, 0.05], [0.03, 0.17, 0.01], [-0.03, 0.01, 0.00], [0.06, 0.01, -0.01], [-0.01, 0.01, -0.01], [-0.07, -0.09, 0.03], [0.17, 0.10, -0.05], [0.00, -0.04, 0.00], [-0.02, -0.03, 0.00], [0.00, 0.00, 0.00], [0.00, 0.01, 0.00], [-0.01, 0.01, 0.02], [0.00, 0.01, 0.00], [-0.05, 0.00, 0.07], [0.06, 0.06, -0.07], [0.12, -0.05, -0.01], [-0.16, -0.05, -0.12], [-0.16, -0.07, -0.01], [0.16, 0.05, -0.12], [-0.06, -0.03, 0.17], [-0.01, 0.01, -0.06], [0.01, 0.00, -0.01], [0.01, -0.01, -0.03], [0.01, 0.00, -0.02], [-0.01, 0.00, 0.00], [-0.06, 0.00, 0.00], [0.01, -0.02, -0.01], [0.01, 0.01, 0.01]]}

(2)
{"formula": "C9H11Cl2NNdO4Rh", "method": "ωB97M-V with the def2-TZVPD basis set", "s2": 15.77, "total_charge": 4, "orbital_gap_ha": [0.2905, 0.1647], "e_tot_ha": -2295.8124, "homo_energy_ev": [-22.08, -23.21], "multiplicity": 8, "symbols": ["Rh", "Nd", "Cl", "Cl", "C", "C", "C", "O", "O", "O", "O", "C", "C", "C", "C", "C", "C", "N", "H", "H", "H", "H", "H", "H", "H", "H", "H", "H", "H"], "xyz": [[-1.9281, -6.1818, -0.6437], [0.3403, -2.3426, 0.0283], [-1.5684, -4.1718, -1.8928], [2.4544, -3.2000, 1.0131], [-0.1882, -1.4942, 2.2669], [-3.5826, -6.3692, -1.3672], [-2.0768, -7.4388, 0.6472], [-0.2874, -0.9442, 3.2826], [-4.5874, -6.5045, -1.9448], [-2.1826, -8.1725, 1.5505], [0.4732, -0.3926, -0.8149], [0.3919, 0.9157, -0.7814], [-0.6033, 1.5907, 0.0966], [0.0822, 2.2739, 1.2733], [0.6889, 3.6097, 0.8687], [1.8322, 3.5264, -0.1585], [1.4339, 3.0200, -1.5338], [1.2588, 1.5537, -1.5264], [-1.1828, 2.3008, -0.5121], [-1.3027, 0.8335, 0.4521], [-0.6598, 2.4359, 2.0686], [0.8464, 1.6102, 1.7130], [-0.1025, 4.2612, 0.4766], [1.0744, 4.1060, 1.7663], [2.2505, 4.5308, -0.2767], [2.6361, 2.9072, 0.2548], [0.4922, 3.4910, -1.8560], [2.2215, 3.2583, -2.2652], [1.7757, 0.9874, -2.1853]], "forces_ev_per_a": [[4.68, 4.35, -2.64], [1.21, -2.97, -1.29], [0.43, -0.22, 1.02], [-1.12, 0.56, -0.39], [-0.78, 3.43, 6.67], [-10.26, -1.30, -5.71], [-0.10, -7.42, 9.22], [0.46, -2.75, -4.87], [5.00, 0.65, 3.08], [0.21, 3.48, -4.66], [-0.17, 3.18, -0.11], [-1.00, -2.66, 0.91], [-0.31, -0.25, -1.44], [0.81, 0.36, 1.95], [0.13, -0.53, -2.65], [-0.44, 0.57, 4.28], [0.19, -1.87, -2.76], [0.45, 2.82, -0.71], [0.09, -0.01, 0.20], [0.01, 0.05, 0.10], [0.06, -0.08, -0.31], [-0.17, 0.19, -0.14], [0.15, 0.25, 0.26], [0.26, 0.24, 0.74], [-0.09, 0.31, -0.72], [0.00, -0.20, -0.37], [-0.09, 0.17, 0.32], [-0.32, -0.20, 0.20], [0.72, -0.16, -0.14]]}

(3)
{"formula": "C9H11ClO", "method": "ωB97M-V with the def2-TZVPD basis set", "relative_energy_kcal_mol": 23.5, "smiles": "CC1(C)C[C@@]1(Cl)c1ccco1", "orbital_gap_ha": 0.3396, "e_tot_ha": -884.8771, "homo_energy_ev": -8.40, "symbols": ["C", "C", "C", "C", "C", "C", "C", "C", "C", "O", "Cl", "H", "H", "H", "H", "H", "H", "H", "H", "H", "H", "H"], "xyz": [[-3.5014, -0.1004, 0.6273], [-2.3928, 0.5376, 1.1111], [-3.2627, -0.3352, -0.6726], [-1.5565, 0.7198, -0.0005], [0.4812, 0.7416, -1.5314], [-0.1955, 1.3098, -0.2791], [0.9364, 0.2798, -0.2034], [0.4515, -1.1116, 0.1224], [2.2697, 0.6129, 0.4613], [-2.0856, 0.0644, -1.0545], [0.0990, 2.9650, 0.1137], [-4.3216, -0.5681, 1.3242], [-2.3071, 0.9479, 2.1007], [-3.6954, -1.0055, -1.3680], [-0.1301, 0.1961, -2.1958], [1.1386, 1.5540, -1.9334], [-0.4757, -1.2863, -0.5267], [0.3242, -1.2158, 1.2572], [1.2257, -1.8920, -0.0602], [2.1801, 0.8528, 1.4658], [2.9037, 1.5261, -0.0417], [2.9858, -0.2082, 0.4056]], "forces_ev_per_a": [[-3.27, -2.37, 1.81], [2.55, 2.15, -0.93], [-2.02, -2.35, -0.33], [0.79, 0.87, 1.66], [1.52, 3.26, 0.45], [-0.56, -2.16, -0.31], [0.46, -0.56, 0.78], [-0.34, -0.94, 0.97], [2.01, 1.83, -3.50], [1.01, 1.89, -0.24], [-0.04, 0.51, 0.34], [1.48, 1.24, -1.93], [0.43, 0.05, 0.03], [-0.86, -0.26, -0.44], [-0.16, -0.73, -0.61], [-0.71, -1.03, -0.17], [1.39, -0.47, 1.56], [-0.58, 0.16, -1.55], [-0.43, 0.64, -0.48], [-0.50, 0.53, 1.98], [-1.89, -2.01, 1.06], [-0.26, -0.26, -0.16]]}

(4)
{"formula": "C9H11F2NO2S", "method": "ωB97M-V with the def2-TZVPD basis set", "relative_energy_kcal_mol": 42.1, "orbital_gap_ha": 0.2982, "e_tot_ha": -1152.5757, "homo_energy_ev": -10.01, "symbols": ["C", "C", "C", "C", "C", "C", "C", "C", "C", "N", "O", "O", "F", "F", "S", "H", "H", "H", "H", "H", "H", "H", "H", "H", "H", "H"], "xyz": [[3.2298, 1.4112, 0.1290], [2.9065, 0.3387, 0.9549], [2.2456, 1.9695, -0.6846], [1.6415, -0.1320, 1.0112], [1.0015, 1.4931, -0.6679], [0.5988, 0.4571, 0.2370], [-0.3534, -2.6386, -0.1382], [-0.9826, -1.4269, 0.6335], [-0.7152, -0.0675, 0.1479], [-3.3783, 0.6786, -0.7507], [-2.6047, 0.7771, 1.6324], [-1.7237, 2.3019, -0.1891], [-2.2998, -1.7482, 0.4974], [-1.2640, -0.1816, -1.8636], [-2.1486, 1.0205, 0.2927], [4.1559, 1.9704, 0.2078], [3.7447, -0.2338, 1.3931], [2.5575, 2.7595, -1.4086], [1.4639, -0.9825, 1.7303], [0.1313, 1.7403, -1.3679], [-1.0793, -2.6944, -1.0069], [0.6078, -2.4092, -0.6714], [-0.1886, -3.4529, 0.5282], [-0.6206, -1.5557, 1.6093], [-4.0209, -0.0803, -0.5571], [-2.9051, 0.6855, -1.6989]], "forces_ev_per_a": [[-0.70, 0.94, 0.35], [2.37, -0.12, -0.42], [2.52, 1.39, -0.97], [-2.07, -1.52, 0.80], [-4.77, -1.42, -0.51], [2.23, 0.63, -0.63], [0.58, 2.50, -2.69], [0.71, -2.23, -2.50], [-1.26, -0.51, -1.57], [1.39, 0.34, -0.58], [0.50, 0.21, -0.11], [0.49, -0.14, 0.71], [-1.28, 0.42, 0.97], [1.35, -0.14, 1.96], [-2.16, 1.00, -0.92], [0.32, -0.66, -0.20], [-0.74, 0.60, 0.32], [-0.48, -0.63, 0.76], [-0.07, 0.97, -1.00], [1.86, 0.22, 0.87], [0.84, -0.89, 1.17], [-0.61, 0.02, 0.83], [-0.44, -0.80, 0.16], [-0.06, 0.41, 1.88], [0.54, -0.16, 0.10], [-1.08, -0.41, 1.23]]}

(5)
{"formula": "C9H11IN", "method": "ωB97M-V with the def2-TZVPD basis set", "relative_energy_kcal_mol": 14.7, "total_charge": 1, "orbital_gap_ha": 0.2878, "e_tot_ha": -701.7372, "homo_energy_ev": -13.45, "symbols": ["C", "C", "C", "C", "C", "C", "C", "C", "C", "N", "I", "H", "H", "H", "H", "H", "H", "H", "H", "H", "H", "H"], "xyz": [[-0.1173, -3.3044, -1.5939], [0.3144, -3.8750, -0.3893], [-0.1705, -1.9294, -1.7725], [0.6880, -3.0824, 0.6685], [0.2218, -1.1118, -0.7328], [0.6447, -1.6847, 0.5019], [0.2952, 0.3698, -0.6627], [0.8243, 0.6653, 0.7448], [0.9953, -0.6504, 1.3751], [-0.8511, 3.1483, 1.3688], [1.6909, -0.8894, 3.3008], [-0.4124, -3.9524, -2.4049], [0.3525, -4.9482, -0.3034], [-0.4997, -1.5075, -2.7089], [1.0142, -3.5045, 1.6060], [0.9437, 0.7707, -1.4446], [-0.6917, 0.8109, -0.8233], [1.7758, 1.2038, 0.7369], [0.1413, 1.3776, 1.2754], [-1.3536, 3.2442, 2.2452], [-1.5226, 3.2466, 0.6180], [-0.1982, 3.9206, 1.3036]], "forces_ev_per_a": [[0.01, 0.37, 0.01], [0.12, 0.00, 0.38], [-0.02, -0.06, -0.07], [-0.06, -0.19, -0.11], [0.14, -0.12, 0.37], [-0.05, 0.07, -0.20], [-0.01, 0.19, -0.16], [-0.17, 0.25, -0.05], [0.05, -0.04, 0.32], [-0.02, -0.09, 0.13], [-0.22, 0.06, -0.62], [-0.02, -0.08, -0.08], [-0.01, -0.13, 0.06], [-0.04, 0.02, -0.12], [0.04, -0.11, 0.09], [0.01, -0.01, 0.01], [0.02, 0.02, 0.02], [0.11, -0.02, 0.07], [0.28, -0.41, 0.02], [0.00, 0.08, -0.09], [-0.07, 0.13, 0.02], [-0.07, 0.05, 0.01]]}